ORCA calculation (ωB97M-V/def2-TZVPD) on a single H4INP2 molecule at a distorted geometry.

Bonds (Å) are listed after each position.
Positions of all 8 atoms, in Å:
1 P 1.1711 -1.2265 0.4870  P2 2.128, H5 1.391, H6 1.430
2 P 0.3148 -0.3642 -1.2604  P1 2.128, N3 2.222, H7 1.414
3 N -0.7291 0.9909 0.1573  P2 2.222, I4 2.005, H8 1.057
4 I -1.0697 2.8211 -0.5883  N3 2.005
5 H 0.2581 -0.8690 1.4734  P1 1.391
6 H 0.4826 -2.4749 0.3745  P1 1.430
7 H 1.1341 0.7551 -0.9881  P2 1.414
8 H -1.5619 0.3674 0.3445  N3 1.057

Calculated values
SMILES: [PH2]#[PH]NI
Total charge: 0
Frontier orbital gap, eV: 7.890
LUMO energy, eV: -0.82
E_HOMO, eV: -8.71
Energy above the lowest of the compared OMol25 structures with the same formula, charge and spin, kcal/mol: 39.38

Here are the Mulliken charges for atoms 1 to 5, given in e:
1 P -0.08
2 P 0.17
3 N -0.66
4 I 0.09
5 H 0.09